The following is a DFT calculation (ωB97M-V/def2-TZVPD) of a 4-piece molecular cluster, C16H31NO15S overall.

Properties
E in a.u.: -2209.72399
HOMO level in eV: -10.78
Structure (SMILES): O=NO[C@H]1C[C@H](O)COS1(=O)=O.CCOC(=O)OC.CCOC(=O)OC.CCOC(=O)OC
HOMO-LUMO gap in eV: 10.5375
Total charge: 0

Last column: Mulliken charge in e.
Positions of all 64 atoms, in Å:
1 O -4.04 0.19 -3.23  -0.433
2 N -3.00 -0.08 -2.81  0.404
3 O -2.06 -0.25 -3.89  -0.345
4 C -0.75 -0.48 -3.42  0.049
5 C 0.00 0.81 -3.06  -1.017
6 C -0.30 1.25 -1.64  0.265
7 O 0.27 2.51 -1.41  -0.558
8 C 0.22 0.17 -0.69  -0.659
9 O -0.72 -0.92 -0.72  -0.157
10 S -0.65 -1.74 -2.09  1.209
11 O 0.67 -2.27 -2.23  -0.653
12 O -1.76 -2.62 -2.10  -0.653
13 H -0.22 -0.99 -4.23  0.508
14 H -0.28 1.59 -3.77  0.368
15 H 1.07 0.63 -3.19  0.371
16 H -1.39 1.26 -1.51  0.208
17 H -0.01 2.82 -0.54  0.388
18 H 1.20 -0.17 -1.02  0.372
19 H 0.33 0.54 0.33  0.336
20 C -0.35 -1.87 4.27  -1.162
21 C 0.99 -1.57 3.63  -0.211
22 O 1.21 -0.15 3.51  -0.263
23 C 1.57 0.46 4.64  0.725
24 O 1.76 -0.05 5.71  -0.562
25 O 1.70 1.77 4.37  -0.321
26 C 2.05 2.57 5.51  -0.653
27 H -1.15 -1.36 3.73  0.301
28 H -0.54 -2.94 4.25  0.384
29 H -0.36 -1.54 5.30  0.335
30 H 1.02 -1.93 2.60  0.295
31 H 1.81 -2.03 4.17  0.332
32 H 2.94 2.17 5.99  0.301
33 H 1.23 2.59 6.22  0.293
34 H 2.24 3.56 5.12  0.213
35 C -7.39 -1.43 5.05  -1.089
36 C -6.51 -0.20 5.02  -0.187
37 O -5.27 -0.45 4.33  -0.360
38 C -5.35 -0.45 3.00  0.678
39 O -6.33 -0.22 2.34  -0.570
40 O -4.14 -0.72 2.52  -0.200
41 C -4.07 -0.81 1.09  -0.560
42 H -6.85 -2.27 5.49  0.289
43 H -8.28 -1.23 5.66  0.355
44 H -7.72 -1.70 4.05  0.315
45 H -6.21 0.10 6.02  0.289
46 H -7.02 0.64 4.54  0.317
47 H -4.49 0.08 0.62  0.331
48 H -4.61 -1.69 0.74  0.347
49 H -3.02 -0.90 0.84  0.031
50 C 5.56 -1.56 -6.18  -1.080
51 C 4.77 -0.36 -6.63  -0.209
52 O 4.44 0.50 -5.52  -0.299
53 C 5.43 1.29 -5.09  0.727
54 O 6.54 1.36 -5.56  -0.564
55 O 4.98 2.00 -4.06  -0.274
56 C 5.94 2.87 -3.47  -0.665
57 H 5.03 -2.10 -5.40  0.276
58 H 5.71 -2.24 -7.03  0.361
59 H 6.54 -1.27 -5.80  0.315
60 H 3.81 -0.65 -7.03  0.290
61 H 5.30 0.22 -7.38  0.314
62 H 6.39 3.52 -4.22  0.302
63 H 6.73 2.29 -2.98  0.300
64 H 5.40 3.46 -2.73  0.206

***

The following is a DFT calculation (ωB97M-V/def2-TZVPD) of a 2-piece molecular cluster, C5H15N2O overall.

Properties
E in a.u.: -384.01107
HOMO level in eV: -14.63
HOMO-LUMO gap in eV: 11.3559
Total charge: +1

Last column: Mulliken charge in e.
Positions of all 23 atoms, in Å:
1 C 1.04 -3.34 1.92  -1.082
2 C 1.31 -2.17 0.91  -0.524
3 C -0.03 -1.73 0.27  -0.734
4 C -0.13 -0.47 -0.61  -0.631
5 N 0.78 0.60 -0.25  -0.027
6 C 0.44 1.87 -0.31  0.109
7 N -0.67 2.20 -0.93  -0.247
8 H 0.95 -4.28 1.34  0.315
9 H 1.59 -3.25 2.88  0.340
10 H -0.05 -3.11 2.27  0.289
11 H 1.56 -1.34 1.55  0.298
12 H 2.07 -2.24 0.15  0.426
13 H -0.58 -1.46 1.18  0.350
14 H -0.50 -2.53 -0.35  0.278
15 H 0.09 -0.76 -1.63  0.291
16 H -1.20 -0.21 -0.48  0.442
17 H 1.67 0.33 0.20  0.259
18 H 0.97 2.59 0.32  0.375
19 H -1.14 1.60 -1.60  0.237
20 H -0.93 3.18 -0.88  0.255
21 H -2.29 4.55 -2.75  0.310
22 H -2.73 5.34 -1.40  0.318
23 O -2.21 4.64 -1.80  -0.646

***

The following is a DFT calculation (ωB97M-V/def2-TZVPD) of C32H36AsFeN10O3S as an isolated structure.

Properties
<S²>: 6.01
E in a.u.: -5911.69963
HOMO level (spin up / spin down) in eV: -10.56 / -10.56
Multiplicity: 5
HOMO-LUMO gap (spin up / spin down) in eV: 7.6597 / 7.6167
Total charge: +1

Last column: Löwdin spin population.
Positions of all 84 atoms, in Å:
1 Fe 0.82 0.57 1.04  3.728
2 O -0.78 3.78 3.17  0.018
3 C -0.62 2.72 2.57  0.010
4 N 0.47 1.95 2.56  0.061
5 C 1.55 2.36 3.40  0.007
6 C 2.40 1.15 3.70  0.002
7 C 3.26 1.12 4.80  0.001
8 C 3.98 -0.03 5.06  -0.001
9 C 3.83 -1.12 4.21  0.001
10 C 2.97 -1.00 3.13  0.002
11 N 2.27 0.11 2.88  0.030
12 C -1.75 2.12 1.77  0.003
13 C -2.92 2.83 1.57  0.000
14 C -3.96 2.21 0.91  0.001
15 C -3.80 0.90 0.49  0.001
16 C -2.58 0.28 0.71  0.004
17 N -1.57 0.88 1.33  0.035
18 H 1.19 2.81 4.33  0.001
19 H 2.18 3.12 2.92  0.001
20 H 3.33 1.99 5.44  0.000
21 H 4.64 -0.08 5.91  0.000
22 H 4.36 -2.04 4.39  0.000
23 H 2.82 -1.81 2.44  0.000
24 H -2.98 3.84 1.95  0.000
25 H -4.89 2.73 0.73  0.000
26 H -4.60 0.37 -0.01  0.000
27 H -2.42 -0.74 0.38  0.000
28 N 3.24 -2.00 -0.24  0.000
29 N 4.41 -1.27 -0.05  0.000
30 C 4.38 0.07 0.04  0.002
31 N 5.55 0.71 0.05  0.001
32 N 3.18 0.65 0.09  0.017
33 N 3.06 1.98 0.03  0.001
34 O 1.89 2.37 0.11  0.024
35 O 3.99 2.76 -0.12  0.005
36 H 3.39 -2.95 0.07  0.000
37 H 2.97 -2.00 -1.21  0.000
38 H 5.30 -1.72 -0.19  0.000
39 H 6.43 0.22 0.01  0.000
40 H 5.52 1.72 0.08  0.000
41 S -0.65 -6.00 0.33  0.000
42 C -0.35 -4.24 0.36  -0.001
43 C -0.16 -3.53 -0.82  0.001
44 C 0.07 -2.16 -0.74  0.003
45 N 0.12 -1.50 0.41  0.019
46 C -0.08 -2.19 1.54  0.002
47 C -0.31 -3.55 1.56  0.001
48 C -2.38 -5.94 -0.14  0.000
49 C -2.75 -5.96 -1.47  0.000
50 C -4.11 -5.92 -1.76  0.000
51 N -5.06 -5.87 -0.83  0.000
52 C -4.68 -5.86 0.44  0.000
53 C -3.35 -5.89 0.85  0.000
54 H -0.19 -4.03 -1.78  0.000
55 H 0.23 -1.57 -1.64  0.000
56 H -0.06 -1.61 2.46  0.001
57 H -0.45 -4.08 2.50  0.000
58 H -2.02 -6.01 -2.26  0.000
59 H -4.45 -5.94 -2.79  0.000
60 H -5.48 -5.83 1.18  0.000
61 H -3.09 -5.88 1.89  0.000
62 C 0.25 0.73 -4.54  0.001
63 As 0.98 1.08 -2.75  0.003
64 C 1.51 2.92 -3.15  0.001
65 C -0.73 1.41 -1.77  0.007
66 C -1.56 2.56 -2.25  0.001
67 C -2.48 2.40 -3.29  0.000
68 C -3.22 3.47 -3.75  0.000
69 C -3.06 4.73 -3.18  0.000
70 C -2.16 4.90 -2.14  0.000
71 C -1.41 3.82 -1.68  0.000
72 H -0.44 1.52 -4.82  0.000
73 H -0.25 -0.24 -4.59  0.000
74 H 1.08 0.72 -5.25  0.000
75 H 0.68 3.44 -3.63  0.000
76 H 2.35 2.89 -3.84  0.000
77 H 1.80 3.46 -2.25  0.000
78 H -0.44 1.61 -0.73  0.003
79 H -1.29 0.48 -1.79  0.000
80 H -2.62 1.41 -3.72  0.000
81 H -3.93 3.33 -4.56  0.000
82 H -3.64 5.57 -3.53  0.000
83 H -2.03 5.87 -1.68  0.000
84 H -0.71 3.96 -0.86  0.000

***

The following is a DFT calculation (ωB97M-V/def2-TZVPD) of C39H40F6OP2Ru as an isolated structure.

Properties
<S²>: 6.04
E in a.u.: -2961.40934
HOMO level (spin up / spin down) in eV: -13.29 / -12.73
Multiplicity: 5
HOMO-LUMO gap (spin up / spin down) in eV: 7.2076 / 4.2925
Total charge: +2

Last column: Löwdin spin population.
Positions of all 89 atoms, in Å:
1 Ru 4.81 1.43 0.38  2.039
2 C 5.77 1.65 -1.60  0.171
3 C 4.38 1.50 -1.70  0.001
4 C 3.73 0.22 -2.19  0.014
5 C 3.18 -0.66 -1.05  0.021
6 C 3.95 -0.44 0.23  0.058
7 C 5.38 -0.53 0.30  -0.015
8 C 6.28 -0.77 -0.88  0.005
9 C 6.74 0.51 -1.64  0.022
10 C 4.11 1.57 2.26  0.121
11 H 6.20 2.63 -1.81  0.007
12 H 3.78 2.41 -1.84  0.004
13 H 4.45 -0.36 -2.78  0.001
14 H 2.90 0.47 -2.87  0.001
15 H 2.12 -0.42 -0.86  0.000
16 H 3.21 -1.72 -1.35  0.004
17 H 3.40 -0.70 1.14  0.010
18 H 5.77 -0.85 1.28  0.008
19 H 5.83 -1.48 -1.59  -0.001
20 H 7.19 -1.23 -0.47  0.000
21 H 7.70 0.85 -1.21  0.001
22 H 6.98 0.23 -2.69  0.010
23 H 4.55 2.43 2.79  0.005
24 H 4.37 0.64 2.79  0.025
25 H 3.01 1.67 2.19  0.012
26 P -4.94 0.59 -0.86  0.257
27 P -4.59 -1.80 1.67  0.293
28 C -4.96 -1.21 -1.07  0.022
29 C -4.70 -2.13 -0.10  0.032
30 C -6.21 1.15 -2.06  0.038
31 C -6.56 0.40 -3.20  0.010
32 C -7.52 0.88 -4.09  0.002
33 C -8.15 2.11 -3.86  0.005
34 C -7.81 2.85 -2.73  -0.001
35 C -6.86 2.38 -1.82  0.008
36 C -3.38 1.05 -1.72  0.037
37 C -2.18 0.68 -1.08  0.018
38 C -0.95 0.94 -1.68  -0.002
39 C -0.91 1.57 -2.94  0.023
40 C -2.09 1.95 -3.57  0.000
41 C -3.33 1.73 -2.95  0.020
42 C -5.89 -2.99 2.27  0.057
43 C -7.22 -2.65 1.99  0.024
44 C -8.26 -3.50 2.34  -0.001
45 C -7.98 -4.71 2.99  0.034
46 C -6.66 -5.05 3.29  0.003
47 C -5.61 -4.18 2.96  0.026
48 C -3.06 -2.69 2.13  0.037
49 C -2.40 -2.29 3.31  0.010
50 C -1.25 -2.96 3.72  -0.001
51 C -0.74 -4.02 2.96  0.005
52 C -1.39 -4.41 1.79  0.003
53 C -2.54 -3.74 1.36  0.010
54 H -5.16 -1.58 -2.09  0.010
55 H -4.63 -3.19 -0.38  0.011
56 H -6.08 -0.55 -3.41  0.000
57 H -7.78 0.29 -4.97  0.001
58 H -8.90 2.48 -4.56  0.000
59 H -8.29 3.82 -2.55  0.000
60 H -6.61 2.95 -0.93  0.002
61 H -2.22 0.18 -0.11  -0.001
62 H -0.02 0.67 -1.18  -0.001
63 H 0.06 1.77 -3.42  0.001
64 H -2.07 2.44 -4.55  0.000
65 H -4.24 2.07 -3.43  0.001
66 H -7.43 -1.71 1.47  0.000
67 H -9.29 -3.23 2.12  -0.001
68 H -8.80 -5.39 3.27  0.002
69 H -6.43 -6.00 3.79  0.000
70 H -4.59 -4.44 3.23  0.001
71 H -2.80 -1.46 3.89  0.002
72 H -0.74 -2.66 4.64  0.000
73 H 0.17 -4.54 3.28  0.000
74 H -1.01 -5.25 1.20  0.000
75 H -3.02 -4.04 0.43  0.001
76 C 7.59 3.98 -0.02  0.014
77 C 7.43 3.12 1.23  0.039
78 O 6.64 2.01 1.14  0.386
79 C 8.86 2.53 1.59  0.001
80 F 9.83 3.48 1.75  0.001
81 F 8.86 1.75 2.69  0.000
82 F 9.26 1.74 0.54  0.002
83 C 6.87 4.08 2.36  0.018
84 F 7.65 5.19 2.53  0.005
85 F 5.64 4.52 1.96  0.002
86 F 6.72 3.49 3.56  0.004
87 H 8.02 3.37 -0.83  0.000
88 H 8.24 4.83 0.20  0.001
89 H 6.60 4.33 -0.34  0.001

***

Q: Among the records above, which one has the highest E?
A: C5H15N2O

***

Q: Look up the total charge of the first one.
A: 0

***

Copy entry 1 word for word.
The following is a DFT calculation (ωB97M-V/def2-TZVPD) of a 4-piece molecular cluster, C16H31NO15S overall.

Properties
E in a.u.: -2209.72399
HOMO level in eV: -10.78
Structure (SMILES): O=NO[C@H]1C[C@H](O)COS1(=O)=O.CCOC(=O)OC.CCOC(=O)OC.CCOC(=O)OC
HOMO-LUMO gap in eV: 10.5375
Total charge: 0

Last column: Mulliken charge in e.
Positions of all 64 atoms, in Å:
1 O -4.04 0.19 -3.23  -0.433
2 N -3.00 -0.08 -2.81  0.404
3 O -2.06 -0.25 -3.89  -0.345
4 C -0.75 -0.48 -3.42  0.049
5 C 0.00 0.81 -3.06  -1.017
6 C -0.30 1.25 -1.64  0.265
7 O 0.27 2.51 -1.41  -0.558
8 C 0.22 0.17 -0.69  -0.659
9 O -0.72 -0.92 -0.72  -0.157
10 S -0.65 -1.74 -2.09  1.209
11 O 0.67 -2.27 -2.23  -0.653
12 O -1.76 -2.62 -2.10  -0.653
13 H -0.22 -0.99 -4.23  0.508
14 H -0.28 1.59 -3.77  0.368
15 H 1.07 0.63 -3.19  0.371
16 H -1.39 1.26 -1.51  0.208
17 H -0.01 2.82 -0.54  0.388
18 H 1.20 -0.17 -1.02  0.372
19 H 0.33 0.54 0.33  0.336
20 C -0.35 -1.87 4.27  -1.162
21 C 0.99 -1.57 3.63  -0.211
22 O 1.21 -0.15 3.51  -0.263
23 C 1.57 0.46 4.64  0.725
24 O 1.76 -0.05 5.71  -0.562
25 O 1.70 1.77 4.37  -0.321
26 C 2.05 2.57 5.51  -0.653
27 H -1.15 -1.36 3.73  0.301
28 H -0.54 -2.94 4.25  0.384
29 H -0.36 -1.54 5.30  0.335
30 H 1.02 -1.93 2.60  0.295
31 H 1.81 -2.03 4.17  0.332
32 H 2.94 2.17 5.99  0.301
33 H 1.23 2.59 6.22  0.293
34 H 2.24 3.56 5.12  0.213
35 C -7.39 -1.43 5.05  -1.089
36 C -6.51 -0.20 5.02  -0.187
37 O -5.27 -0.45 4.33  -0.360
38 C -5.35 -0.45 3.00  0.678
39 O -6.33 -0.22 2.34  -0.570
40 O -4.14 -0.72 2.52  -0.200
41 C -4.07 -0.81 1.09  -0.560
42 H -6.85 -2.27 5.49  0.289
43 H -8.28 -1.23 5.66  0.355
44 H -7.72 -1.70 4.05  0.315
45 H -6.21 0.10 6.02  0.289
46 H -7.02 0.64 4.54  0.317
47 H -4.49 0.08 0.62  0.331
48 H -4.61 -1.69 0.74  0.347
49 H -3.02 -0.90 0.84  0.031
50 C 5.56 -1.56 -6.18  -1.080
51 C 4.77 -0.36 -6.63  -0.209
52 O 4.44 0.50 -5.52  -0.299
53 C 5.43 1.29 -5.09  0.727
54 O 6.54 1.36 -5.56  -0.564
55 O 4.98 2.00 -4.06  -0.274
56 C 5.94 2.87 -3.47  -0.665
57 H 5.03 -2.10 -5.40  0.276
58 H 5.71 -2.24 -7.03  0.361
59 H 6.54 -1.27 -5.80  0.315
60 H 3.81 -0.65 -7.03  0.290
61 H 5.30 0.22 -7.38  0.314
62 H 6.39 3.52 -4.22  0.302
63 H 6.73 2.29 -2.98  0.300
64 H 5.40 3.46 -2.73  0.206